1.
Molecular formula: C23H68N4O10
Method: DFT, the ωB97M-V functional and the def2-TZVPD basis

Results
SMILES ... COC[C@H](C)N.COC[C@H](C)N.NC(N)=O.CCO.CCO.CCO.CCO.CCO.CCO.CCO
LUMO energy ... 0.32 eV
Highest occupied orbital energy ... -9.1550 eV
Energy above the lowest of the compared OMol25 structures with the same formula, charge and spin ... 0.0 kcal per mole
Kohn-Sham gap ... 0.3482 Ha
Maximum force ... 0.0453 hartree/bohr

Bonds (Å) are listed after each position.
Cartesian coordinates (Å):
1 C 4.67548 -2.28767 3.51514  C2 1.519, H7 1.093, H8 1.097, H9 1.086
2 C 3.77455 -1.09188 3.26158  C1 1.519, C3 1.526, N6 1.451, H10 1.102
3 C 2.30375 -1.46356 3.42269  C2 1.526, O4 1.415, H11 1.093, H12 1.110
4 O 1.94293 -2.00118 4.68124  C3 1.415, C5 1.416
5 C 1.83458 -1.07675 5.74805  O4 1.416, H13 1.093, H14 1.094, H15 1.090
6 N 4.24887 0.02762 4.05356  C2 1.451, H16 1.012, H17 1.013
7 H 4.30161 -3.16366 2.97796  C1 1.093
8 H 4.60866 -2.60375 4.56320  C1 1.097
9 H 5.71378 -2.07192 3.28143  C1 1.086
10 H 3.82007 -0.83569 2.19110  C2 1.102
11 H 1.94066 -2.09372 2.60667  C3 1.093
12 H 1.72154 -0.52927 3.28217  C3 1.110
13 H 1.30514 -0.15370 5.49649  C5 1.093
14 H 2.83113 -0.83749 6.12944  C5 1.094
15 H 1.34574 -1.63815 6.54454  C5 1.090
16 H 4.48883 -0.29892 4.98077  N6 1.012
17 H 3.56819 0.76709 4.17926  N6 1.013
18 C -1.20215 -2.08757 -2.80669  C19 1.495, H24 1.087, H25 1.101, H26 1.102
19 C -0.71524 -3.44719 -3.19448  C18 1.495, C20 1.515, N23 1.454, H27 1.102
20 C 0.06153 -4.09758 -2.06818  C19 1.515, O21 1.400, H28 1.103, H29 1.102
21 O 1.13036 -3.25718 -1.73252  C20 1.400, C22 1.404
22 C 1.76885 -3.68331 -0.55729  O21 1.404, H30 1.099, H31 1.096, H32 1.095
23 N -1.79143 -4.31443 -3.64713  C19 1.454, H33 1.013, H34 1.012
24 H -0.44493 -1.35272 -2.54720  C18 1.087
25 H -1.98226 -2.08182 -2.02999  C18 1.101
26 H -1.78871 -1.64409 -3.62691  C18 1.102
27 H 0.04592 -3.30174 -3.97763  C19 1.102
28 H 0.42175 -5.09013 -2.38856  C20 1.103
29 H -0.60938 -4.29045 -1.21534  C20 1.102
30 H 2.46642 -2.89917 -0.23101  C22 1.099
31 H 2.41491 -4.55230 -0.72359  C22 1.096
32 H 1.09124 -3.80841 0.29352  C22 1.095
33 H -2.17785 -3.92950 -4.50093  N23 1.013
34 H -1.46571 -5.24812 -3.86234  N23 1.012
35 C -1.54876 -0.54970 3.61979  C36 1.527, H38 1.087, H39 1.088, H40 1.096
36 C -1.68004 0.95005 3.87804  C35 1.527, O37 1.428, H41 1.090, H42 1.095
37 O -2.71330 1.19369 4.83354  C36 1.428, H43 0.960
38 H -2.50102 -0.94213 3.27110  C35 1.087
39 H -1.18136 -1.06075 4.50731  C35 1.088
40 H -0.80657 -0.66918 2.82246  C35 1.096
41 H -1.93102 1.43714 2.93584  C36 1.090
42 H -0.72629 1.35241 4.23518  C36 1.095
43 H -2.33744 1.19091 5.71689  O37 0.960
44 C -0.46962 0.85819 0.04683  C45 1.543, H47 1.092, H48 1.092, H49 1.090
45 C 0.40793 -0.40560 0.16607  C44 1.543, O46 1.425, H50 1.096, H51 1.090
46 O 1.38154 -0.21876 -0.85772  C45 1.425, H52 0.967
47 H 0.20181 1.70552 -0.10495  C44 1.092
48 H -1.09476 1.10217 0.90845  C44 1.092
49 H -1.15216 0.79987 -0.80098  C44 1.090
50 H -0.33127 -1.20091 0.01999  C45 1.096
51 H 0.85106 -0.51117 1.15599  C45 1.090
52 H 1.47087 -1.06011 -1.32551  O46 0.967
53 C -2.01531 -4.23470 1.47153  C54 1.503, H56 1.100, H57 1.097, H58 1.084
54 C -3.15056 -4.26107 2.45609  C53 1.503, O55 1.437, H59 1.097, H60 1.093
55 O -2.67198 -4.03486 3.79203  C54 1.437, H61 0.961
56 H -1.71999 -3.18878 1.30009  C53 1.100
57 H -2.40557 -4.46527 0.47286  C53 1.097
58 H -1.14692 -4.83727 1.71190  C53 1.084
59 H -3.62368 -5.25104 2.43721  C54 1.097
60 H -3.89999 -3.51504 2.17956  C54 1.093
61 H -3.45129 -3.85425 4.32527  O55 0.961
62 C -3.21336 4.51837 2.15677  C63 1.514, H65 1.086, H66 1.090, H67 1.093
63 C -3.13218 3.04622 2.49915  C62 1.514, O64 1.438, H68 1.092, H69 1.098
64 O -2.95232 2.38344 1.23626  C63 1.438, H70 0.960
65 H -2.25381 4.76999 1.71469  C62 1.086
66 H -3.50737 5.18776 2.96506  C62 1.090
67 H -4.01903 4.63374 1.42694  C62 1.093
68 H -3.99071 2.66002 3.05296  C63 1.092
69 H -2.26976 2.88378 3.15942  C63 1.098
70 H -3.37504 1.52215 1.27796  O64 0.960
71 C 2.97134 0.26090 -4.90115  C72 1.524, H74 1.092, H75 1.093, H76 1.089
72 C 1.48823 0.05228 -4.61899  C71 1.524, O73 1.436, H77 1.096, H78 1.088
73 O 1.10657 -1.32569 -4.75238  C72 1.436, H79 0.961
74 H 3.29715 1.26342 -4.61571  C71 1.092
75 H 3.16965 0.16407 -5.97145  C71 1.093
76 H 3.56548 -0.46081 -4.34176  C71 1.089
77 H 0.91001 0.62164 -5.35560  C72 1.096
78 H 1.24410 0.43589 -3.63090  C72 1.088
79 H 1.05103 -1.49917 -5.69610  O73 0.961
80 C -2.14064 1.37436 -3.61490  C81 1.510, H83 1.085, H84 1.099, H85 1.096
81 C -2.12930 2.67984 -4.37454  C80 1.510, O82 1.419, H86 1.095, H87 1.100
82 O -3.32617 3.42691 -4.22633  C81 1.419, H88 0.963
83 H -3.00851 0.75335 -3.81317  C80 1.085
84 H -2.03427 1.57139 -2.53911  C80 1.099
85 H -1.21349 0.82239 -3.80971  C80 1.096
86 H -1.98497 2.50197 -5.44552  C81 1.095
87 H -1.24173 3.28265 -4.13341  C81 1.100
88 H -3.53717 3.45354 -3.28719  O82 0.963
89 C -1.59575 4.56175 -1.22483  C90 1.495, H92 1.093, H93 1.092, H94 1.086
90 C -0.63239 5.69215 -1.39230  C89 1.495, O91 1.435, H95 1.099, H96 1.098
91 O 0.43523 5.22960 -2.23275  C90 1.435, H97 0.962
92 H -2.43449 4.89343 -0.60740  C89 1.093
93 H -1.13402 3.79044 -0.60490  C89 1.092
94 H -1.98085 4.17607 -2.16377  C89 1.086
95 H -0.19933 6.03088 -0.44100  C90 1.099
96 H -1.06143 6.61346 -1.80821  C90 1.098
97 H 1.16879 5.85119 -2.24141  O91 0.962
98 C 3.40636 2.37335 -2.16949  O99 1.219, N100 1.378, N101 1.388
99 O 4.14264 3.08709 -2.82815  C98 1.219
100 N 3.82528 1.26023 -1.47381  C98 1.378, H102 1.001, H103 1.008
101 N 2.02787 2.52374 -2.11516  C98 1.388, H104 1.005, H105 1.005
102 H 4.79877 1.02557 -1.47142  N100 1.001
103 H 3.18500 0.74423 -0.89125  N100 1.008
104 H 1.52602 1.87523 -1.53489  N101 1.005
105 H 1.64536 3.39614 -2.43439  N101 1.005

***

2.
Molecular formula: C23H68O15
Method: DFT, the ωB97M-V functional and the def2-TZVPD basis

Results
Net charge ... +1
Expectation value of S² ... 0.7555
LUMO energy (alpha / beta) ... -2.58 / -8.98 eV
Highest occupied orbital energy (alpha / beta) ... -11.4644 / -11.4644 eV
Spin multiplicity ... 2
Kohn-Sham gap (alpha / beta) ... 0.3265 / 0.0912 Ha
Maximum force ... 0.0642 hartree/bohr

Bonds (Å) are listed after each position.
Cartesian coordinates (Å):
1 O 2.14842 0.47086 -3.00245  H2 0.957, H3 0.957
2 H 2.11483 1.36181 -3.35074  O1 0.957
3 H 1.52981 0.47524 -2.27201  O1 0.957
4 O -0.23264 1.73217 4.43506  H5 0.957, H6 0.957
5 H -0.84224 1.64332 5.16767  O4 0.957
6 H 0.53592 1.22668 4.69972  O4 0.957
7 C 4.91719 1.63808 -0.50954  C8 1.544, O10 1.389, H11 1.090, H12 1.090
8 C 4.47084 0.88276 0.76134  C7 1.544, O9 1.369, H13 1.090, H14 1.090
9 O 5.10131 1.27393 1.91218  C8 1.369, H15 0.960
10 O 6.29982 1.55162 -0.60858  C7 1.389, H16 0.960
11 H 4.76981 2.70815 -0.36356  C7 1.090
12 H 4.39173 1.21148 -1.36394  C7 1.090
13 H 4.51411 -0.20636 0.75462  C8 1.090
14 H 3.40338 1.06869 0.87989  C8 1.090
15 H 4.67221 2.11537 2.08377  O9 0.960
16 H 6.70696 1.58587 0.26013  O10 0.960
17 C 3.79072 5.99615 2.06572  C18 1.595, O20 1.415, H21 1.090, H22 1.090
18 C 3.63536 4.60496 1.30225  C17 1.595, O19 1.368, H23 1.090, H24 1.090
19 O 3.27243 3.54182 2.08302  C18 1.368, H25 0.960
20 O 4.78118 5.83392 3.06260  C17 1.415, H26 0.960
21 H 2.83577 6.36542 2.43962  C17 1.090
22 H 4.22023 6.62722 1.28767  C17 1.090
23 H 4.62983 4.39636 0.90775  C18 1.090
24 H 2.95528 4.64545 0.45140  C18 1.090
25 H 2.34362 3.44034 2.30350  O19 0.960
26 H 4.28258 5.73030 3.87640  O20 0.960
27 C -4.34146 2.91282 1.12831  C28 1.556, O30 1.373, H31 1.090, H32 1.090
28 C -3.94184 2.60352 2.60032  C27 1.556, O29 1.479, H33 1.090, H34 1.090
29 O -5.13669 1.88372 3.09295  C28 1.479, H35 0.960
30 O -4.13713 4.25647 0.93551  C27 1.373, H36 0.960
31 H -5.38972 2.74919 0.87837  C27 1.090
32 H -3.75581 2.40640 0.36107  C27 1.090
33 H -3.72176 3.46657 3.22866  C28 1.090
34 H -3.02877 2.01473 2.68829  C28 1.090
35 H -4.95992 0.95407 2.93138  O29 0.960
36 H -4.66896 4.73967 1.57213  O30 0.960
37 C -2.82501 -2.59766 -4.06192  C38 1.511, O40 1.429, H41 1.090, H42 1.090
38 C -1.61083 -1.82770 -4.52781  C37 1.511, O39 1.446, H43 1.090, H44 1.090
39 O -1.73054 -0.40485 -4.75481  C38 1.446, H45 0.960
40 O -3.12622 -2.40562 -2.67835  C37 1.429, H46 0.960
41 H -2.64639 -3.61458 -4.41132  C37 1.090
42 H -3.61839 -2.05273 -4.57348  C37 1.090
43 H -1.07226 -2.24939 -5.37647  C38 1.090
44 H -0.82909 -2.04143 -3.79890  C38 1.090
45 H -2.07869 -0.20991 -5.62796  O39 0.960
46 H -3.15270 -1.45721 -2.53198  O40 0.960
47 C -0.89350 -0.24132 -0.38803  C48 1.529, H51 1.090, H52 1.090, H53 1.090
48 C 0.03396 -0.37602 0.81965  C47 1.529, C49 1.495, O50 1.431, H54 1.090
49 C 1.02136 -1.48882 0.66869  C48 1.495, H55 1.090, H56 1.090, H57 1.090
50 O 0.79327 0.83078 0.94121  C48 1.431, H58 0.960
51 H -0.44396 0.07373 -1.32971  C47 1.090
52 H -1.72518 0.46218 -0.34934  C47 1.090
53 H -1.22212 -1.18861 -0.81552  C47 1.090
54 H -0.42808 -0.53528 1.79394  C48 1.090
55 H 1.52815 -1.62236 -0.28704  C49 1.090
56 H 0.62846 -2.49296 0.82813  C49 1.090
57 H 1.74599 -1.47254 1.48278  C49 1.090
58 H 0.52072 1.13479 1.81005  O50 0.960
59 C -0.52826 5.08348 -0.07199  C60 1.496, H63 1.090, H64 1.090, H65 1.090
60 C -0.38888 3.69959 -0.62357  C59 1.496, C61 1.550, O62 1.467, H66 1.090
61 C -1.01372 3.57964 -2.03715  C60 1.550, H67 1.090, H68 1.090, H69 1.090
62 O 1.02999 3.33171 -0.67419  C60 1.467, H70 0.960
63 H -1.53947 5.48012 -0.16265  C59 1.090
64 H -0.07076 5.89404 -0.63924  C59 1.090
65 H -0.17446 5.04584 0.95831  C59 1.090
66 H -0.88025 2.96710 0.01682  C60 1.090
67 H -0.70296 2.66353 -2.53942  C61 1.090
68 H -0.64222 4.35711 -2.70470  C61 1.090
69 H -2.09188 3.73969 -2.04452  C61 1.090
70 H 1.10871 2.47574 -0.24674  O62 0.960
71 C -0.90007 -7.40795 0.23050  C72 1.490, H75 1.090, H76 1.090, H77 1.090
72 C -1.19686 -6.57567 1.43023  C71 1.490, C73 1.531, O74 1.395, H78 1.090
73 C -0.37170 -5.28669 1.41517  C72 1.531, H79 1.090, H80 1.090, H81 1.090
74 O -2.57683 -6.37144 1.41912  C72 1.395, H82 0.960
75 H -1.28912 -8.42615 0.23464  C71 1.090
76 H 0.16660 -7.63158 0.24758  C71 1.090
77 H -1.10332 -7.00951 -0.76351  C71 1.090
78 H -0.91164 -7.20828 2.27079  C72 1.090
79 H -0.81884 -4.49823 0.80977  C73 1.090
80 H 0.64304 -5.46684 1.06026  C73 1.090
81 H -0.36929 -4.90870 2.43753  C73 1.090
82 H -2.80786 -5.86182 0.63904  O74 0.960
83 C 4.21947 -1.97448 -1.87579  C84 1.602, H87 1.090, H88 1.090, H89 1.090
84 C 3.68849 -2.30723 -3.34996  C83 1.602, C85 1.486, O86 1.409, H90 1.090
85 C 2.30622 -2.84940 -3.39768  C84 1.486, H91 1.090, H92 1.090, H93 1.090
86 O 3.82793 -1.15087 -4.14273  C84 1.409, H94 0.960
87 H 3.40825 -1.42235 -1.40127  C83 1.090
88 H 5.14846 -1.42285 -1.73168  C83 1.090
89 H 4.21776 -2.85003 -1.22655  C83 1.090
90 H 4.44261 -3.05412 -3.59807  C84 1.090
91 H 2.34554 -3.67587 -2.68811  C85 1.090
92 H 1.90483 -3.31713 -4.29669  C85 1.090
93 H 1.67608 -2.07672 -2.95724  C85 1.090
94 H 3.26460 -0.51145 -3.70069  O86 0.960
95 C -3.38484 -2.43447 2.31377  C96 1.507, H99 1.090, H100 1.090, H101 1.090
96 C -4.05731 -1.09326 2.17494  C95 1.507, C97 1.531, O98 1.392, H102 1.090
97 C -4.63780 -1.06949 0.75805  C96 1.531, H103 1.090, H104 1.090, H105 1.090
98 O -5.05694 -0.87839 3.11949  C96 1.392, H106 0.960
99 H -2.53754 -2.53112 1.63491  C95 1.090
100 H -3.99163 -3.33162 2.19120  C95 1.090
101 H -2.98869 -2.58125 3.31858  C95 1.090
102 H -3.36215 -0.25371 2.17393  C96 1.090
103 H -4.77492 -0.04923 0.39977  C97 1.090
104 H -5.54369 -1.65049 0.93094  C97 1.090
105 H -4.11593 -1.64536 -0.00623  C97 1.090
106 H -5.60383 -1.66486 3.18244  O98 0.960

***

Question: What is the maximum force in the first record?
Answer: 0.0453 hartree/bohr